Here is 6 unconnected molecules or ions with the total composition C43H68I2N2O17S from the Open Molecules 2025 dataset. Energies are from ωB97M-V with the def2-TZVPD basis set.

- molecular weight (g/mol) = 1170.889
- Kohn-Sham gap (eV) = 8.08
- SMILES string = CC(=O)NCCCCc1c(I)c(CCO)cc2c1Sc1ccccc1N2C[C@H](C)I.CCOC(=O)OC.CCOC(=O)OC.CCOC(=O)OC.CCOC(=O)OC.CCOC(=O)OC
- highest occupied orbital energy (hartree) = -0.287

Atoms and positions in Å:
C 7.046 -1.046 2.264
C 6.877 0.004 3.322
O 6.730 -0.270 4.494
N 6.864 1.350 2.877
C 5.506 1.735 2.426
C 5.508 2.724 1.280
C 4.123 3.322 1.005
C 2.908 2.389 1.227
C 1.940 2.391 0.077
C 2.132 1.612 -1.054
I 3.822 0.379 -1.178
C 1.227 1.608 -2.118
C 1.395 0.777 -3.360
C 2.401 1.349 -4.363
O 1.723 1.506 -5.608
C 0.109 2.420 -2.009
C -0.140 3.205 -0.890
C 0.783 3.188 0.151
S 0.535 4.167 1.604
C -0.542 5.405 0.967
C -0.595 6.623 1.636
C -1.426 7.630 1.190
C -2.215 7.421 0.065
C -2.156 6.209 -0.600
C -1.329 5.185 -0.158
N -1.352 3.956 -0.879
C -2.542 3.142 -0.604
C -2.682 2.682 0.861
C -2.695 1.158 1.016
I -4.467 3.527 1.741
H 6.103 -1.289 1.774
H 7.437 -1.950 2.722
H 7.739 -0.733 1.486
H 7.094 1.899 3.698
H 5.001 0.824 2.100
H 4.919 2.113 3.268
H 5.956 2.283 0.391
H 6.169 3.550 1.556
H 3.979 4.225 1.598
H 4.100 3.652 -0.035
H 3.203 1.359 1.407
H 2.386 2.726 2.119
H 0.433 0.721 -3.866
H 1.663 -0.244 -3.094
H 2.778 2.314 -4.019
H 3.245 0.666 -4.475
H 2.355 1.798 -6.271
H -0.604 2.445 -2.822
H 0.017 6.772 2.516
H -1.463 8.580 1.700
H -2.867 8.198 -0.307
H -2.759 6.047 -1.483
H -2.490 2.266 -1.249
H -3.415 3.708 -0.915
H -1.878 3.082 1.466
H -3.032 0.667 0.106
H -1.671 0.830 1.209
H -3.302 0.841 1.858
C -6.987 -4.100 2.771
C -5.706 -3.659 2.099
O -5.952 -3.052 0.818
C -6.403 -1.801 0.858
O -6.582 -1.137 1.845
O -6.614 -1.397 -0.397
C -7.153 -0.078 -0.509
H -7.555 -4.759 2.112
H -6.763 -4.635 3.694
H -7.616 -3.245 3.013
H -5.074 -4.517 1.878
H -5.137 -2.973 2.725
H -6.541 0.640 0.031
H -8.175 -0.050 -0.132
H -7.150 0.162 -1.568
C 3.600 0.809 6.103
C 3.343 2.268 6.403
O 2.610 2.902 5.336
C 1.307 2.639 5.284
O 0.682 1.966 6.061
O 0.807 3.256 4.211
C -0.584 3.013 3.978
H 4.095 0.708 5.137
H 4.244 0.368 6.864
H 2.669 0.245 6.069
H 4.279 2.820 6.452
H 2.819 2.404 7.348
H -1.172 3.246 4.863
H -0.744 1.974 3.693
H -0.869 3.666 3.158
C -0.320 0.995 -8.059
C -1.382 1.747 -8.830
O -0.817 2.583 -9.855
C -0.425 1.950 -10.956
O -0.530 0.772 -11.179
O 0.102 2.851 -11.787
C 0.618 2.303 -13.002
H 0.413 1.686 -7.652
H -0.768 0.443 -7.234
H 0.199 0.287 -8.705
H -1.913 2.436 -8.176
H -2.114 1.073 -9.274
H -0.136 1.706 -13.510
H 1.495 1.691 -12.799
H 0.896 3.153 -13.618
C 9.670 -3.565 3.706
C 10.957 -4.302 4.002
O 10.758 -5.723 4.092
C 10.621 -6.354 2.928
O 10.677 -5.853 1.835
O 10.419 -7.647 3.180
C 10.198 -8.448 2.016
H 8.907 -3.815 4.444
H 9.840 -2.489 3.730
H 9.286 -3.833 2.722
H 11.346 -4.016 4.976
H 11.722 -4.088 3.256
H 11.004 -8.317 1.298
H 9.247 -8.190 1.554
H 10.172 -9.476 2.364
C -9.942 -5.355 -1.829
C -10.935 -4.557 -1.013
O -11.980 -5.384 -0.470
C -11.637 -6.108 0.591
O -10.561 -6.109 1.132
O -12.693 -6.831 0.963
C -12.453 -7.705 2.069
H -10.455 -5.913 -2.612
H -9.218 -4.684 -2.292
H -9.402 -6.063 -1.203
H -11.456 -3.837 -1.640
H -10.446 -4.014 -0.205
H -12.045 -7.156 2.915
H -11.767 -8.499 1.780
H -13.418 -8.127 2.329



Here is 13 unconnected molecules or ions with the total composition C6H40N2O12 from the Open Molecules 2025 dataset. Energies are from ωB97M-V with the def2-TZVPD basis set.

- ΔE to the lowest compared entry with this formula, charge and spin (kJ/mol) = 656.4
- molecular weight (g/mol) = 332.388
- Kohn-Sham gap (eV) = 8.85
- highest occupied orbital energy (hartree) = -0.330

Atoms and positions in Å:
C 1.138 2.040 -1.024
C 1.916 1.626 0.214
C -0.335 2.528 -0.571
N -1.261 1.383 -0.313
C -3.177 2.376 -1.748
C -2.688 1.704 -0.387
C -3.603 0.468 0.033
N -3.483 -0.239 1.368
H 1.753 2.653 -1.717
H 1.208 1.086 -1.642
H 2.556 2.407 0.566
H 1.215 1.306 1.023
H 2.532 0.754 0.258
H -0.597 3.145 -1.499
H -0.201 3.108 0.351
H -1.105 0.603 -0.999
H -4.151 2.002 -2.067
H -3.261 3.457 -1.768
H -2.444 2.005 -2.491
H -2.723 2.470 0.336
H -4.643 0.889 0.017
H -3.421 -0.297 -0.572
H -2.544 -0.689 1.388
H -3.902 0.154 2.260
H 3.909 1.249 -2.256
H 3.410 0.120 -1.556
O 3.494 0.441 -2.389
H 1.613 -0.892 -4.184
H 1.214 -1.556 -2.708
O 0.838 -1.019 -3.476
H -0.550 -0.294 2.558
H -0.968 0.604 1.224
O -0.754 -0.336 1.641
H -0.311 -3.666 -0.235
H 0.686 -3.447 0.722
O 0.559 -4.078 -0.058
H -0.266 -3.398 3.444
H 1.249 -3.641 3.187
O 0.609 -2.958 3.426
H 1.219 -1.906 -1.014
H 2.187 -2.888 -1.538
O 2.144 -2.033 -1.305
H 2.991 -0.465 2.953
H 1.548 0.191 2.683
O 2.513 0.221 3.147
H -1.410 -1.419 -1.544
H -1.262 -1.396 -0.027
O -1.051 -2.012 -0.875
H -0.513 -0.207 -2.696
H -1.708 -0.211 -3.613
O -1.492 -0.034 -2.708
H 3.985 -2.110 0.047
H 3.337 -1.162 0.807
O 4.257 -1.332 0.530
H -1.144 2.236 3.657
H -2.188 2.229 2.683
O -1.836 2.778 3.185
H 1.565 -0.834 1.626
H 1.474 -2.061 2.173
O 1.876 -1.652 1.475



Here is a molecular structure, C2H4BrI from the Open Molecules 2025 dataset. Energies are from ωB97M-V with the def2-TZVPD basis set.

- ΔE to the lowest compared entry with this formula, charge and spin (kJ/mol) = 314.7
- molecular weight (g/mol) = 234.862
- Kohn-Sham gap (eV) = 9.11
- highest occupied orbital energy (hartree) = -0.338

Atoms and positions in Å:
C -0.172 0.135 -0.477
C -0.832 0.380 0.851
Br -2.374 -0.720 1.394
I -1.269 2.406 1.256
H -1.123 -0.060 -1.076
H 0.283 1.179 -0.798
H 0.535 -0.755 -0.579
H 0.019 0.018 2.291



Here is C4H10O2 in the gas phase from the Open Molecules 2025 dataset. Energies are from ωB97M-V with the def2-TZVPD basis set.

- ΔE to the lowest compared entry with this formula, charge and spin (kJ/mol) = 227.1
- molecular weight (g/mol) = 90.122
- Kohn-Sham gap (eV) = 11.09
- SMILES string = CC[C@@H](O)CO
- highest occupied orbital energy (hartree) = -0.381

Atoms and positions in Å:
C 0.848 1.088 1.644
C -0.150 0.035 1.243
C -0.309 0.293 -0.393
O 0.773 1.009 -0.952
C -0.469 -1.093 -1.004
O -0.492 -1.154 -2.423
H 1.708 0.761 2.229
H 1.255 1.334 0.638
H 0.393 1.994 2.053
H 0.232 -0.984 1.414
H -1.161 0.116 1.670
H -1.189 0.949 -0.481
H 0.186 0.885 -1.773
H -1.416 -1.437 -0.579
H 0.353 -1.709 -0.614
H -0.563 -2.088 -2.673



Here is a molecular structure, C4H8O2 from the Open Molecules 2025 dataset. Energies are from ωB97M-V with the def2-TZVPD basis set.

- ΔE to the lowest compared entry with this formula, charge and spin (kJ/mol) = 219.0
- molecular weight (g/mol) = 88.106
- Kohn-Sham gap (eV) = 10.71
- highest occupied orbital energy (hartree) = -0.354

Atoms and positions in Å:
C 1.508 -1.312 0.172
O -0.463 -0.149 -1.124
C -1.557 0.084 -0.217
C -0.794 1.233 0.455
C 0.380 0.729 -0.393
O 1.340 0.074 0.393
H 2.077 -1.516 -0.745
H 0.553 -1.843 0.104
H 2.064 -1.682 1.035
H -1.743 -0.787 0.425
H -2.469 0.339 -0.762
H -0.621 1.163 1.529
H -1.159 2.227 0.190
H 0.885 1.440 -1.061



Here is 2 unconnected molecules or ions with the total composition C10H17NO from the Open Molecules 2025 dataset. Energies are from ωB97M-V with the def2-TZVPD basis set.

- ΔE to the lowest compared entry with this formula, charge and spin (kJ/mol) = 226.9
- molecular weight (g/mol) = 167.252
- Kohn-Sham gap (eV) = 9.96
- SMILES string = C[C@H]1CC[C@@H]1N.C#C[C@H](C)C=O
- highest occupied orbital energy (hartree) = -0.337

Atoms and positions in Å:
C 2.318 2.232 0.546
C 2.162 0.713 0.465
C 1.006 0.136 -0.351
C 1.855 -1.089 -0.637
C 3.080 -0.205 -0.344
N 4.242 -0.734 0.300
H 3.295 2.534 0.970
H 2.242 2.708 -0.440
H 1.534 2.675 1.167
H 2.082 0.326 1.496
H 0.048 -0.016 0.173
H 0.839 0.672 -1.301
H 1.742 -1.533 -1.642
H 1.717 -1.882 0.129
H 3.384 0.321 -1.244
H 3.981 -1.376 1.048
H 4.803 -1.264 -0.354
C -1.383 -2.449 -0.126
C -1.975 -1.413 0.140
C -2.652 -0.146 0.492
C -4.138 -0.259 0.710
C -2.333 0.975 -0.483
O -3.140 1.762 -0.911
H -0.906 -3.401 -0.214
H -2.152 0.222 1.397
H -4.540 0.694 1.073
H -4.669 -0.594 -0.192
H -4.344 -0.997 1.490
H -1.266 0.972 -0.843



Here is a molecular structure, C26H56EuNO2P2Si4Te from the Open Molecules 2025 dataset. Energies are from ωB97M-V with the def2-TZVPD basis set.

- molecular weight (g/mol) = 868.595
- Kohn-Sham gap (alpha / beta) (eV) = 6.62 / 7.19
- spin multiplicity = 7
- highest occupied orbital energy (alpha / beta) (hartree) = -0.254 / -0.254

Atoms and positions in Å:
C -0.544 3.958 -4.257
C -0.576 2.610 -3.868
N 0.288 2.142 -2.928
C 1.189 2.972 -2.370
C 1.204 4.338 -2.665
C 0.336 4.833 -3.631
C -1.505 1.670 -4.586
P -2.114 0.222 -3.613
Eu 0.119 -0.251 -1.898
P 2.760 0.699 -1.505
C 2.183 2.464 -1.332
C 0.348 -2.719 -2.003
C -0.708 -3.279 -1.321
C -0.687 -4.688 -1.147
C 0.368 -5.443 -1.677
C 1.414 -4.819 -2.369
C 1.407 -3.409 -2.529
O -0.455 0.655 -6.759
O 0.286 -1.280 -5.341
H -1.236 4.287 -5.032
H 1.906 4.975 -2.136
H 0.336 5.888 -3.888
C -3.620 0.841 -2.785
C -2.778 -0.885 -4.892
H 3.102 3.067 -1.387
H 1.752 2.593 -0.320
H -0.949 1.244 -5.590
H -2.384 2.211 -4.974
C 3.246 0.316 0.223
C 4.359 0.886 -2.362
H -1.531 -2.672 -0.921
H -1.497 -5.184 -0.608
H 0.374 -6.529 -1.549
H 2.228 -5.416 -2.783
H 2.214 -2.888 -3.051
H 0.899 -1.035 -4.449
H 0.538 -2.178 -5.602
H -0.022 -0.194 -6.309
H 0.255 1.216 -7.108
H 1.479 -0.649 -3.542
H -4.370 1.162 -3.521
H -4.033 0.028 -2.170
H -3.367 1.673 -2.114
H -3.579 -0.398 -5.459
H -1.968 -1.203 -5.560
H -3.169 -1.779 -4.390
H 5.105 1.403 -1.743
H 4.719 -0.124 -2.612
H 4.197 1.437 -3.299
H 4.193 0.816 0.479
H 2.451 0.629 0.919
H 3.366 -0.777 0.306
C -3.951 0.085 2.847
Si -2.478 -0.868 3.528
C -2.575 -0.858 5.408
C -2.499 -2.626 2.847
Si -0.435 0.060 2.808
Te -1.012 1.057 0.645
Si -0.045 2.134 3.850
C 0.187 1.815 5.693
C 1.526 2.888 3.131
C -1.489 3.317 3.599
Si 1.255 -1.458 3.475
C 0.799 -2.172 5.163
C 1.348 -2.833 2.191
C 2.933 -0.633 3.689
H -4.864 -0.447 3.158
H -3.935 0.142 1.751
H -4.001 1.109 3.242
H -3.539 -1.316 5.678
H -1.778 -1.437 5.891
H -2.562 0.160 5.817
H -2.371 -2.640 1.756
H -1.726 -3.268 3.291
H -3.482 -3.060 3.082
H 1.031 1.147 5.905
H 0.401 2.792 6.152
H -0.712 1.404 6.169
H 1.428 3.100 2.058
H 1.700 3.843 3.651
H 2.410 2.254 3.280
H -1.691 3.507 2.537
H -2.412 2.950 4.068
H -1.220 4.272 4.078
H -0.112 -2.783 5.144
H 1.633 -2.821 5.470
H 0.679 -1.399 5.934
H 1.486 -2.459 1.166
H 2.208 -3.473 2.441
H 0.448 -3.463 2.193
H 3.364 -0.271 2.748
H 2.907 0.202 4.402
H 3.618 -1.392 4.096



Here is 3 unconnected molecules or ions with the total composition C4H13N3 from the Open Molecules 2025 dataset. Energies are from ωB97M-V with the def2-TZVPD basis set.

- ΔE to the lowest compared entry with this formula, charge and spin (kJ/mol) = 1116.2
- molecular weight (g/mol) = 103.169
- net charge = +2
- Kohn-Sham gap (eV) = 6.48
- highest occupied orbital energy (hartree) = -0.673

Atoms and positions in Å:
C -3.434 -1.616 -0.909
C -4.325 -0.465 -0.390
C -3.615 -0.002 0.868
N 5.907 0.115 -0.690
C 5.468 0.749 0.456
N 4.447 1.467 0.412
N -2.186 -1.005 -1.028
H -3.453 -2.542 -0.293
H -3.818 -1.917 -1.895
H -5.345 -0.764 -0.152
H -4.366 0.198 -1.264
H -3.505 -0.892 1.499
H -3.883 0.891 1.412
H 6.697 -0.515 -0.739
H 5.410 0.509 -1.468
H 6.102 0.350 1.264
H 4.248 3.539 1.716
H 3.550 3.369 1.940
H -1.374 -1.610 -1.247
H -2.523 0.142 0.508



Here is a molecular structure, C2H60ClNi2O36 from the Open Molecules 2025 dataset. Energies are from ωB97M-V with the def2-TZVPD basis set.

- molecular weight (g/mol) = 813.305
- net charge = -1
- Kohn-Sham gap (alpha / beta) (eV) = 5.07 / 5.06
- spin multiplicity = 5
- highest occupied orbital energy (alpha / beta) (hartree) = -0.166 / -0.166

Atoms and positions in Å:
Ni 2.215 -0.880 0.055
Ni -0.573 -2.386 -2.049
C -0.251 0.058 0.094
O 0.695 0.367 0.815
O -1.220 0.868 -0.132
O 0.064 -0.947 -0.604
C 2.343 -3.403 -1.775
O 1.284 -3.300 -2.389
O 2.995 -4.443 -1.711
O 2.793 -2.365 -1.254
Cl -1.239 -3.929 -0.057
O -4.658 0.837 -3.233
H -4.275 0.549 -2.405
H -4.341 1.734 -3.345
O 2.352 -1.233 -4.823
H 2.269 -1.066 -5.762
H 2.877 -2.031 -4.766
O -3.370 3.128 0.136
H -2.891 2.364 -0.184
H -3.972 3.350 -0.575
O -3.613 3.486 -2.774
H -3.576 4.369 -3.143
H -2.835 3.049 -3.120
O -0.396 -0.826 6.117
H -0.231 -0.434 5.260
H 0.372 -0.594 6.639
O 3.295 2.160 2.285
H 3.035 2.223 1.365
H 4.229 1.953 2.256
O -0.315 3.042 1.686
H -0.580 2.414 1.015
H 0.636 2.944 1.745
O -5.954 2.611 1.974
H -5.107 2.397 2.366
H -5.740 2.933 1.099
O -3.843 -2.324 1.357
H -3.207 -2.091 2.033
H -3.377 -2.938 0.790
O -3.710 0.150 -0.378
H -3.925 -0.495 0.296
H -2.811 0.412 -0.182
O 1.578 -2.548 1.194
H 0.752 -2.998 1.019
H 1.774 -2.752 2.108
O 1.492 -6.008 1.116
H 2.302 -6.169 0.632
H 0.992 -5.413 0.557
O 2.637 1.501 4.727
H 2.787 1.755 3.817
H 2.176 2.246 5.112
O 0.362 -0.103 3.611
H 0.323 0.021 2.663
H 0.881 0.636 3.929
O 4.011 -0.918 0.940
H 4.679 -0.242 0.821
H 4.489 -1.667 1.296
O -0.919 1.142 -5.043
H -0.973 1.585 -4.196
H -1.039 1.840 -5.687
O 3.966 -0.769 4.903
H 3.738 -1.242 4.102
H 3.379 -0.012 4.910
O 0.187 4.253 -1.066
H 0.962 3.947 -0.594
H -0.480 4.359 -0.387
O -2.423 -1.536 -2.130
H -2.846 -0.935 -1.518
H -3.122 -2.128 -2.408
O 2.524 -3.098 3.865
H 2.059 -3.318 4.672
H 3.386 -3.502 3.967
O 2.866 0.893 -0.909
H 3.121 0.815 -1.829
H 3.306 1.687 -0.605
O -1.281 2.123 -2.562
H -0.556 2.715 -2.361
H -1.304 1.513 -1.825
O 0.844 -6.351 -2.201
H 1.217 -5.579 -1.775
H 0.706 -6.081 -3.109
O -0.059 -1.128 -3.626
H -0.431 -0.354 -4.048
H 0.761 -1.286 -4.094
O -3.299 6.131 0.718
H -2.590 6.421 1.292
H -3.114 5.207 0.555
O -2.815 1.920 2.666
H -3.107 2.399 1.890
H -1.877 2.103 2.722
O -1.648 -3.769 -3.344
H -1.565 -3.680 -4.294
H -2.170 -4.562 -3.222
O -2.482 -0.729 3.295
H -1.608 -0.355 3.183
H -3.079 -0.015 3.069
O 4.230 3.221 -0.129
H 4.008 4.139 0.023
H 4.947 3.249 -0.762
O 3.941 0.276 -3.340
H 3.258 -0.262 -3.741
H 4.703 -0.301 -3.291



Here is C5H9Cl in the gas phase from the Open Molecules 2025 dataset. Energies are from ωB97M-V with the def2-TZVPD basis set.

- ΔE to the lowest compared entry with this formula, charge and spin (kJ/mol) = 133.0
- molecular weight (g/mol) = 104.580
- Kohn-Sham gap (eV) = 10.66
- SMILES string = C=C(C)[C@H](C)Cl
- highest occupied orbital energy (hartree) = -0.356

Atoms and positions in Å:
C 0.996 -1.670 0.704
C 0.688 -0.415 0.283
C 0.768 -0.059 -1.190
C 0.046 0.820 1.016
C -1.367 1.033 0.424
Cl 1.132 2.327 0.675
H 1.124 -1.928 1.770
H 1.450 -2.349 0.008
H 1.145 0.893 -1.351
H -0.129 -0.405 -1.716
H 1.450 -0.726 -1.615
H 0.081 0.599 2.132
H -1.264 0.876 -0.728
H -1.899 1.902 0.857
H -1.970 0.165 0.844



- What is the molecular weight in the third record?
  234.862 g/mol



- Which of these has the highest molecular weight?
  C43H68I2N2O17S